1.
Entry from the Open Molecules 2025 dataset: a cluster of 2 separate species, C4H13NS in total (ωB97M-V/def2-TZVPD).

XYZ file:
```
19
Properties=species:S:1:pos:R:3:forces:R:3
C 0.652523 1.383772 -0.969533 1.68 -1.77 -0.43
C 0.264594 1.388201 0.488411 -0.18 1.25 0.24
S -1.326728 2.231450 0.741354 -0.17 -0.65 -0.04
H 1.651709 0.888334 -1.089728 -0.27 -0.31 0.13
H 0.912320 2.299773 -1.485119 -0.94 0.63 0.30
H -0.059339 0.778484 -1.547533 -0.11 0.42 -0.22
H 1.033578 1.934476 1.039646 0.13 -0.01 0.05
H 0.274942 0.380769 0.928514 -0.02 -0.18 -0.24
C 0.989944 -2.697767 0.898441 1.46 -0.62 0.32
C 0.962399 -2.205315 -0.524866 -0.95 -0.11 0.24
N -0.489058 -2.184319 -0.971037 -0.68 0.78 -1.32
H 0.310833 -2.257953 1.620506 -0.03 0.38 -0.17
H 0.920479 -3.783110 0.947363 -0.69 -0.19 -0.27
H 2.023107 -2.617384 1.246031 -0.09 0.64 0.23
H 1.281140 -1.181217 -0.723304 0.21 -0.07 0.41
H 1.514465 -2.894860 -1.158280 -0.14 0.04 -0.20
H -0.981635 -1.336401 -0.639769 0.20 -0.06 0.52
H -1.076356 -2.992756 -0.767614 0.33 -0.14 0.48
H -0.566333 -2.069660 -1.986291 0.27 -0.03 -0.03
```
Positions in Å, forces in eV/Å.

Properties
LUMO level	-0.9	eV
total charge	0
molecular weight	107.2	g mol⁻¹
ΔE to the lowest compared entry with this formula, charge and spin	3.168	eV
calculated total energy	-16680.92200	eV


2.
Entry from the Open Molecules 2025 dataset: a structure of composition C19H13ClIN3O3PdS2 (ωB97M-V/def2-TZVPD).

XYZ file:
```
43
Properties=species:S:1:pos:R:3:forces:R:3
Pd -0.030755 -0.111536 0.012556 -0.04 0.14 -0.15
Cl 1.303016 -5.303957 4.198704 0.00 0.03 -0.01
C 0.774083 -4.314870 2.869903 0.02 -0.04 0.05
C 0.125837 -4.889404 1.815061 -0.02 -0.06 -0.02
C -0.314999 -4.119646 0.725478 -0.08 -0.18 -0.09
I -1.299063 -5.024357 -0.867346 0.03 -0.01 0.05
C -0.114414 -2.755168 0.672647 0.03 0.07 0.01
O -0.503078 -1.991328 -0.315349 0.00 -0.39 0.09
C 0.565821 -2.172339 1.784718 0.00 -0.13 0.05
N 0.753459 -0.817650 1.706455 -0.10 -0.69 0.07
C 1.367975 -0.194844 2.674283 0.13 0.36 0.11
C 1.846901 -0.870899 3.806463 0.10 0.11 0.14
C 1.675340 -2.218437 3.916801 0.01 -0.06 0.03
C 1.017004 -2.924493 2.887814 -0.04 0.12 -0.11
H -0.046779 -5.956952 1.827432 -0.03 0.01 -0.06
H 1.490699 0.873245 2.556512 0.02 0.00 0.04
H 2.349516 -0.312486 4.583365 -0.01 0.03 -0.04
H 2.039755 -2.751175 4.784742 -0.02 -0.03 -0.02
O 1.335592 3.821214 1.641379 -0.03 -0.04 -0.05
C 0.979696 4.544068 0.555427 0.01 -0.04 0.03
C 1.234927 5.914456 0.594176 0.00 0.03 -0.01
C 0.898928 6.716350 -0.476221 -0.01 -0.03 0.00
C 0.299909 6.167820 -1.609325 0.01 0.03 0.00
C 0.045591 4.814071 -1.649391 -0.01 -0.04 -0.01
C 0.375932 3.978168 -0.577434 0.03 0.00 0.05
C 0.080514 2.530566 -0.662662 0.03 -0.08 0.09
O 0.452641 1.760830 0.342382 0.03 0.59 -0.12
N -0.529242 2.084382 -1.709953 -0.08 -0.12 -0.17
N -0.762524 0.699958 -1.656082 0.19 0.46 0.26
C -1.396385 0.252246 -2.673617 -0.14 -0.04 -0.15
S -1.832249 -1.423477 -2.863843 -0.02 -0.03 -0.02
C -3.031976 -1.075145 -4.179795 0.04 -0.06 0.04
C -2.473195 0.036128 -5.038902 0.05 0.06 -0.01
S -1.881239 1.354739 -3.942366 -0.06 -0.02 -0.04
H 1.095620 2.893249 1.442976 0.02 0.06 0.01
H 1.700071 6.320699 1.482682 0.00 -0.01 -0.01
H 1.104213 7.778727 -0.431410 0.00 -0.01 0.00
H 0.037886 6.797086 -2.449180 0.00 -0.01 0.01
H -0.417608 4.361342 -2.515989 0.01 0.03 0.01
H -3.979389 -0.789497 -3.724828 -0.02 0.01 -0.02
H -3.164386 -2.000544 -4.739836 -0.02 0.02 -0.01
H -3.232767 0.469791 -5.688718 0.00 -0.02 0.00
H -1.639050 -0.315749 -5.644442 -0.02 -0.03 -0.03
```
Positions in Å, forces in eV/Å.

Properties
LUMO level	-0.5	eV
total charge	0
molecular weight	664.2	g mol⁻¹
ΔE to the lowest compared entry with this formula, charge and spin	0.164	eV
calculated total energy	-76301.46943	eV


3.
Entry from the Open Molecules 2025 dataset: a structure of composition C4H5CoO3 (ωB97M-V/def2-TZVPD).

XYZ file:
```
13
Properties=species:S:1:pos:R:3:forces:R:3
O 2.092918 -1.627318 -0.737489 0.78 2.01 0.59
C 2.506529 -2.857277 -0.795237 2.07 -0.55 -0.38
C 3.541313 -3.442990 -0.060947 -0.98 0.23 0.22
C 3.918784 -4.686782 -0.473339 0.25 -0.46 -0.07
H 2.032731 -3.399432 -1.620006 -0.21 0.13 0.15
H 3.929094 -2.993485 0.849396 0.09 -0.14 -0.35
H 3.552796 -5.110528 -1.411493 -0.05 -0.09 0.27
H 4.633651 -5.273011 0.104820 0.02 0.05 -0.23
O 1.302227 0.082684 0.283638 -0.86 -0.58 -1.58
C 2.434354 -0.452454 0.222297 -5.88 -4.95 -1.63
O 3.245020 -0.617227 1.099139 3.00 0.73 0.84
Co 3.939587 -0.014588 2.641666 0.47 0.64 0.93
H 0.669921 -0.642711 -0.295506 1.31 2.98 1.23
```
Positions in Å, forces in eV/Å.

Properties
LUMO level (alpha / beta)	-15.9 / -18.3	eV
total charge	+3
molecular weight	160.0	g mol⁻¹
multiplicity	4
calculated total energy	-47956.94074	eV


4.
Entry from the Open Molecules 2025 dataset: a structure of composition C20H17N5OOsS3 (ωB97M-V/def2-TZVPD).

XYZ file:
```
47
Properties=species:S:1:pos:R:3:forces:R:3
Os 0.718086 -0.966197 -2.024030 0.04 0.09 0.06
O 1.068679 0.690709 -3.212428 0.07 -0.03 -0.12
N 2.346845 1.098861 -3.263289 -0.07 -0.01 0.07
C 2.650824 2.008218 -4.213968 0.03 0.05 -0.04
C 3.920005 2.508231 -4.310285 -0.03 -0.02 0.01
C 4.894965 2.065031 -3.413756 -0.01 -0.02 0.02
C 4.559858 1.134904 -2.458181 0.04 0.03 -0.02
C 3.257677 0.640058 -2.386892 -0.02 -0.07 0.05
S 2.753003 -0.556380 -1.211672 0.02 0.08 -0.04
H 1.823757 2.276453 -4.853252 0.00 0.00 0.01
H 4.143611 3.230644 -5.080628 0.00 0.00 0.00
H 5.906284 2.441688 -3.474297 0.00 0.00 0.00
H 5.287688 0.758814 -1.753012 0.00 0.00 0.00
C 0.557943 -2.369125 1.376664 0.00 0.04 -0.02
C 0.306347 -3.271499 0.214452 0.02 -0.09 0.10
C 0.049594 -4.636771 0.368249 0.01 0.04 0.01
C -0.108120 -5.406111 -0.762303 0.01 0.05 -0.11
N -0.003497 -4.904118 -2.006305 0.04 -0.10 0.03
C 0.245341 -3.630774 -2.075270 -0.11 0.18 0.16
S 0.469053 -2.651421 -3.534308 0.01 -0.01 -0.03
N 0.371540 -2.777791 -1.018542 -0.05 -0.20 -0.15
H 0.213298 -2.821629 2.303156 0.00 0.00 0.00
H 0.074707 -1.403164 1.241779 0.00 -0.01 0.00
H 1.631984 -2.188373 1.463775 0.00 0.00 0.00
H -0.020844 -5.069244 1.355264 0.00 -0.01 0.00
H -0.317878 -6.466542 -0.697216 -0.01 0.00 0.02
S -3.054786 3.195856 1.552451 0.12 -0.04 0.00
C -2.007286 2.077314 0.643609 -0.06 0.06 0.06
C -0.731119 2.460536 0.258270 0.00 0.07 -0.06
C 0.059738 1.576995 -0.451079 -0.01 -0.03 -0.01
N -0.353917 0.342468 -0.764607 -0.01 0.00 -0.03
C -1.592911 -0.029423 -0.397482 -0.01 0.00 0.04
C -2.445810 0.805889 0.287656 0.04 -0.07 0.03
C -3.140237 2.249650 3.069363 -0.09 -0.02 -0.05
C -4.211934 1.406391 3.319594 -0.02 0.04 0.00
C -4.217203 0.689734 4.508812 0.01 -0.01 0.04
N -3.252951 0.772259 5.420496 -0.02 -0.01 -0.01
C -2.242891 1.601474 5.175850 0.01 0.01 -0.02
C -2.138450 2.364190 4.020146 0.03 -0.02 0.01
H -0.350629 3.440843 0.508130 0.01 -0.01 0.01
H 1.058032 1.844221 -0.764681 0.00 0.01 0.00
H -1.894119 -1.032875 -0.674975 0.00 0.01 -0.01
H -3.438044 0.466033 0.547915 0.00 -0.01 0.00
H -5.030290 1.317993 2.618026 0.00 0.00 -0.01
H -5.038527 0.020406 4.737744 0.00 0.00 0.00
H -1.477381 1.664894 5.940625 0.00 0.00 0.00
H -1.300038 3.030682 3.870434 0.00 0.00 0.00
```
Positions in Å, forces in eV/Å.

Properties
LUMO level (alpha / beta)	-3.5 / -4.0	eV
total charge	+1
molecular weight	629.8	g mol⁻¹
ΔE to the lowest compared entry with this formula, charge and spin	0.000	eV
multiplicity	2
calculated total energy	-65481.12288	eV


5.
Entry from the Open Molecules 2025 dataset: a structure of composition C2H4BrI (ωB97M-V/def2-TZVPD).

XYZ file:
```
8
Properties=species:S:1:pos:R:3:forces:R:3
C -0.826090 -0.180697 0.108790 -0.93 -0.56 0.11
C 0.538587 0.261456 -0.216787 2.18 4.80 1.13
Br 1.221556 -0.194054 -1.929493 -0.14 -0.12 -0.48
I 1.753457 -0.677151 1.314587 0.33 0.29 -0.04
H -0.709995 -1.273817 0.273859 -1.01 0.57 -0.46
H -1.128657 0.262193 1.035747 0.21 0.07 0.97
H -1.649640 0.167836 -0.521286 0.45 -0.53 -0.74
H 0.800783 1.634233 -0.065418 -1.08 -4.51 -0.48
```
Positions in Å, forces in eV/Å.

Properties
LUMO level	0.1	eV
total charge	0
molecular weight	234.9	g mol⁻¹
ΔE to the lowest compared entry with this formula, charge and spin	1.494	eV
calculated total energy	-80280.58058	eV


6.
Entry from the Open Molecules 2025 dataset: an isolated molecule of C13H16N4OS (ωB97M-V/def2-TZVPD).

XYZ file:
```
35
Properties=species:S:1:pos:R:3:forces:R:3
C -4.343789 -2.628759 0.076108 0.43 -0.95 -3.70
C -3.700246 -1.241432 0.000831 -4.30 0.37 1.73
C -4.779708 -0.254625 0.162424 5.86 2.67 -1.85
C -4.217159 1.064413 0.058278 0.88 0.26 -1.28
C -2.767791 1.191687 -0.126625 -3.84 7.32 2.70
C -2.204177 2.715788 0.030123 0.85 -1.62 -1.64
C -1.887103 0.224651 0.006912 5.34 5.94 -0.17
C -0.442866 0.582365 0.091636 0.79 -2.08 -2.20
S 0.562330 -1.200674 0.100234 -1.14 3.23 -0.15
C 2.071691 -0.366705 0.132911 -0.44 4.85 -0.86
N 2.342162 1.088796 -0.022078 -11.01 -4.74 1.55
N 3.416563 1.569320 0.148212 6.38 1.89 -1.66
C 4.468626 0.788312 -0.080569 2.62 3.52 3.46
C 5.886784 1.613463 -0.051575 -2.33 -13.39 1.76
C 4.358962 -0.567259 0.159442 6.27 -2.00 -2.36
O 5.409762 -1.323659 0.027601 -3.21 1.16 0.98
N 3.104871 -1.110936 0.208268 1.37 -0.57 -1.26
N 2.996378 -2.368469 -0.115097 9.96 -3.63 7.55
C -2.321630 -0.927368 -0.003897 -6.15 -11.88 -0.18
H -5.450388 -2.585499 0.035205 0.72 0.25 0.34
H -4.050503 -3.313285 0.830412 0.48 -0.24 1.12
H -4.100856 -3.219197 -0.902124 -0.22 0.89 1.42
H -5.783086 -0.242927 -0.141248 -1.49 -1.22 0.47
H -4.882923 2.026579 -0.094255 1.48 -2.09 0.60
H -1.693866 3.128778 0.946418 -0.13 -1.23 -0.91
H -1.713652 3.033279 -0.931589 0.52 -0.54 1.10
H -3.027179 3.308646 -0.082288 -2.63 1.60 0.17
H -0.152598 1.053458 -0.943329 0.02 -0.38 2.73
H -0.234655 1.013430 1.073376 0.55 0.44 -0.75
H 6.314775 1.100910 -0.797247 2.36 -0.47 -3.46
H 5.761985 2.490963 0.053418 -1.74 11.68 0.23
H 6.442632 1.249143 0.795488 0.12 -0.24 0.69
H 2.515762 -2.871884 -0.649522 -6.20 -3.18 -6.03
H 3.950591 -3.123503 0.099302 -3.34 4.09 -0.37
H -1.849684 -1.897790 -0.095170 1.16 0.30 0.24
```
Positions in Å, forces in eV/Å.

Properties
LUMO level	0.1	eV
total charge	0
molecular weight	276.4	g mol⁻¹
ΔE to the lowest compared entry with this formula, charge and spin	12.482	eV
structure (SMILES)	Cc1ccc(C)c(CSc2nnc(C)c(=O)n2N)c1
calculated total energy	-32572.50517	eV